{"formula": "C2H8NOPS", "method": "ωB97M-V/def2-TZVPD", "elements": ["S", "P", "O", "N", "C", "C", "H", "H", "H", "H", "H", "H", "H", "H"], "xyz": [[0.95514, -0.56353, 0.79538], [2.22474, 1.11594, -0.15588], [0.94662, -0.30838, 2.25249], [1.20222, -2.06159, 0.57170], [-1.46589, -0.09520, -1.14450], [-1.16856, 0.12390, 0.34793], [2.26450, 1.73746, 1.07655], [-1.55725, -0.50129, 1.05506], [-1.78948, 0.85191, -1.64213], [-1.24005, 1.18024, 0.70065], [0.95530, 1.79982, -0.42976], [-0.52975, -0.08150, -1.64310], [-2.29028, -0.79896, -1.38384], [1.49276, -2.39883, -0.40055]], "lowdin_charge": [0.433, 0.664, -0.505, -0.293, -0.160, -0.172, -0.161, 0.016, 0.074, 0.080, -0.125, 0.029, 0.085, 0.037], "lumo_ha": -0.0206, "charge": 0, "homo_ev": -8.617, "orbital_gap_ev": 8.06, "de_lowest_kcal_mol": 157.9}

{"formula": "C6H9N", "method": "ωB97M-V/def2-TZVPD", "elements": ["N", "C", "C", "C", "C", "C", "C", "H", "H", "H", "H", "H", "H", "H", "H", "H"], "xyz": [[-1.76427, -0.11542, -1.21644], [-1.21883, 1.01015, -0.50104], [-0.86753, -0.42216, -0.11648], [0.16870, -1.54277, -0.51543], [1.52853, -1.35446, 0.02301], [1.80287, 0.91737, 1.05655], [2.07314, -0.44081, 0.59771], [-2.73200, -0.29734, -0.99780], [2.32414, 1.69669, 0.49961], [-1.31682, -0.62241, 0.86228], [1.86350, 1.06420, 2.13318], [-0.59926, 1.72219, -1.04596], [0.18440, -1.60771, -1.60445], [-1.90454, 1.51561, 0.19419], [-0.28275, -2.46432, -0.13088], [0.74072, 0.94120, 0.76195]], "lowdin_charge": [-0.005, -0.156, -0.297, -0.159, -0.057, -0.092, -0.080, 0.093, 0.079, 0.133, 0.075, 0.102, 0.105, 0.108, 0.105, 0.045], "lumo_ha": 0.0327, "charge": 0, "homo_ev": -9.048, "orbital_gap_ev": 9.94, "smiles": "CC#CC[C@H]1CN1", "de_lowest_kcal_mol": 113.5}

{"formula": "C24H38N4P2Pr", "method": "ωB97M-V/def2-TZVPD", "elements": ["Pr", "P", "P", "N", "N", "N", "N", "C", "C", "C", "C", "C", "C", "C", "C", "C", "C", "C", "C", "C", "C", "C", "C", "C", "C", "C", "C", "C", "C", "C", "C", "H", "H", "H", "H", "H", "H", "H", "H", "H", "H", "H", "H", "H", "H", "H", "H", "H", "H", "H", "H", "H", "H", "H", "H", "H", "H", "H", "H", "H", "H", "H", "H", "H", "H", "H", "H", "H", "H"], "xyz": [[0.02041, 0.18597, 0.80388], [-0.61876, -2.27273, -0.60575], [0.22350, 1.52672, -1.78084], [-2.74985, 0.40995, -0.74809], [3.58886, 0.63949, 1.88368], [2.42182, -0.37776, 0.19967], [4.55290, -1.21648, 0.74158], [-3.25696, 4.51742, -0.25799], [-1.33428, 2.12931, -2.57166], [-2.32245, -2.38791, -1.31427], [-4.54402, -0.04617, 0.83292], [-3.97920, 2.25188, 0.26101], [-4.04230, 3.65155, 0.48099], [0.36458, -3.11871, -1.88623], [-0.70644, -3.56476, 0.71128], [5.71573, -1.35474, 1.60844], [-2.40812, 4.01918, -1.26685], [-4.97132, -2.34368, 1.46430], [-5.22055, -0.99984, 1.63132], [3.55174, -0.32360, 0.92309], [1.06416, 3.14597, -1.51587], [1.12729, 0.91409, -3.24219], [4.69371, 1.02822, 2.72967], [-4.06964, -2.78356, 0.47765], [-3.58418, -0.48576, -0.15074], [-3.06010, 1.73659, -0.72448], [2.36115, 1.38201, 2.10788], [-3.37219, -1.89797, -0.32901], [-2.30446, 2.66317, -1.52881], [4.43131, -2.24356, -0.28692], [-4.67849, 1.32848, 1.03964], [-0.04960, -4.11107, -2.11098], [-1.05581, 2.92411, -3.28295], [-4.71210, 4.01167, 1.26383], [-5.47519, -3.07980, 2.09620], [6.14565, -2.33858, 1.40594], [-1.58476, 0.82928, 2.07656], [2.57951, 2.21895, 2.77351], [0.37162, -2.50644, -2.79757], [-3.28191, 5.59405, -0.06520], [0.55173, -1.20085, 2.17374], [0.52090, 3.74809, -0.77341], [5.44805, -1.34542, 2.67490], [-2.32157, -1.75314, -2.21204], [1.98420, 1.79605, 1.15438], [4.46732, -1.82756, -1.30480], [2.08587, 2.95182, -1.15624], [0.61691, 0.03186, -3.64829], [-5.90024, -0.62410, 2.39967], [4.63304, 2.11508, 2.85928], [1.10335, 3.68915, -2.47044], [3.52045, -2.84826, -0.15883], [1.17512, 1.69879, -4.00739], [-3.89023, -3.85544, 0.36156], [-1.06036, -4.52187, 0.29162], [-5.32137, 1.69521, 1.83742], [0.30378, -3.67433, 1.13752], [1.61587, 0.74667, 2.61192], [-1.38048, -3.22820, 1.51596], [-2.50844, -3.44173, -1.57946], [6.50694, -0.62123, 1.38425], [2.48222, -1.05869, -0.55540], [-1.78775, 4.71713, -1.84022], [5.65963, 0.80096, 2.27753], [1.40199, -3.22680, -1.53624], [5.27945, -2.91316, -0.17047], [2.14591, 0.63877, -2.93595], [4.61147, 0.57660, 3.73637], [-1.77500, 1.27960, -3.11357]], "lowdin_spin": [2.045, -0.004, -0.003, -0.001, 0.000, -0.003, 0.000, 0.000, 0.000, 0.000, 0.000, 0.000, 0.000, 0.000, -0.001, 0.000, 0.000, 0.000, 0.000, 0.000, 0.000, -0.001, 0.000, 0.000, 0.000, 0.000, -0.001, 0.000, 0.000, 0.000, -0.001, 0.000, 0.000, 0.000, 0.000, 0.000, -0.010, 0.000, 0.000, 0.000, -0.015, 0.000, 0.000, 0.000, 0.000, 0.000, 0.000, 0.000, 0.000, 0.000, 0.000, 0.000, 0.000, 0.000, 0.000, 0.000, -0.001, -0.001, 0.000, 0.000, 0.000, 0.000, 0.000, 0.000, 0.000, 0.000, 0.000, 0.000, 0.000], "lumo_ha": [-0.1137, -0.1135], "s_squared": 2.006, "charge": 1, "homo_ev": [-9.971, -9.927], "orbital_gap_ev": [6.88, 6.84], "spin_multiplicity": 3}

{"formula": "C5H12NO", "method": "ωB97M-V/def2-TZVPD", "elements": ["O", "N", "C", "C", "C", "C", "C", "H", "H", "H", "H", "H", "H", "H", "H", "H", "H", "H", "H"], "xyz": [[-0.33335, 1.98304, 0.87679], [-2.05234, -0.06936, 0.28424], [-1.45172, -1.17426, -0.48252], [-0.24797, -1.06769, -1.01154], [0.37892, -2.13539, -1.84118], [1.94131, 1.49548, 1.46618], [0.79696, 2.37604, 1.10324], [0.98408, 3.45835, 1.03977], [2.29305, 1.75636, 2.46659], [0.30789, -0.14801, -0.85778], [-0.18519, -3.06281, -1.77388], [-1.39782, 0.74762, 0.33059], [0.41584, -1.82280, -2.88188], [-2.92439, 0.24223, -0.14376], [1.39373, -2.33299, -1.50063], [1.61999, 0.45725, 1.46283], [2.76512, 1.67795, 0.77619], [-2.06258, -2.06091, -0.57135], [-2.24151, -0.32009, 1.25809]], "lowdin_charge": [-0.006, 0.186, -0.092, -0.119, -0.063, -0.029, -0.243, 0.136, 0.100, 0.109, 0.086, 0.097, 0.093, 0.173, 0.089, 0.079, 0.097, 0.131, 0.175], "lumo_ha": -0.1107, "charge": 1, "homo_ev": -14.330, "orbital_gap_ev": 11.32, "de_lowest_kcal_mol": 11.1}

{"formula": "C2H7NS2", "method": "ωB97M-V/def2-TZVPD", "elements": ["S", "S", "N", "C", "C", "H", "H", "H", "H", "H", "H", "H"], "xyz": [[-1.23709, -0.10084, 0.93651], [-1.53871, -0.64041, -1.08938], [1.44108, 1.11489, -0.83885], [2.12005, 0.14107, -0.07738], [2.16910, -0.04561, 1.39352], [2.58049, -0.60517, -0.74979], [0.72784, 1.75233, -0.41083], [2.41411, -1.09035, 1.71988], [-0.08895, 0.36512, 0.55173], [-1.01300, 0.58565, -1.39947], [1.92999, 0.75352, 2.10794], [2.03988, 1.72192, -1.39835]], "lowdin_charge": [0.274, 0.240, -0.039, -0.273, -0.021, 0.096, 0.083, 0.050, -0.327, -0.209, 0.039, 0.087], "lumo_ha": 0.0126, "charge": 0, "homo_ev": -8.300, "orbital_gap_ev": 8.64, "smiles": "C=CN.SS", "de_lowest_kcal_mol": 50.0}

{"formula": "H2P4S3", "method": "ωB97M-V/def2-TZVPD", "elements": ["S", "S", "S", "P", "P", "P", "P", "H", "H"], "xyz": [[0.89342, 2.08626, -0.24576], [-0.83365, 0.04344, 2.29437], [1.08851, -1.79941, 0.38876], [-1.96432, -0.35465, 0.50711], [-0.43386, -1.15893, -0.95579], [0.27555, 0.77194, -1.64990], [1.20944, -0.38692, 1.94427], [1.55583, 0.07087, -1.93051], [-1.79092, 0.72740, -0.35256]], "lowdin_charge": [-0.021, -0.052, -0.036, 0.252, 0.020, 0.010, 0.178, -0.112, -0.239], "lumo_ha": [-0.0878, -0.0753], "charge": 0, "homo_ev": [-8.322, -8.661], "orbital_gap_ev": [5.93, 6.61], "de_lowest_kcal_mol": 38.4}